Formula: C4H8N2O
Source: the OMol25 dataset
Level of theory: the ωB97M-V functional and the def2-TZVPD basis

Each line ends with the Mulliken charge.
Geometry (Å):
C  -0.9645  -1.5678  0.0734  -0.9221
H  0.5801  -0.0676  -1.4476  0.3380
H  0.1054  -0.3896  1.4339  0.2581
N  -0.2485  -0.4086  0.4901  -0.2640
H  -0.3517  -2.4780  0.0468  0.2956
C  0.7092  0.2012  -0.3875  0.0603
C  0.1986  1.7070  -0.1877  -0.5666
H  -1.3810  -1.3683  -0.9217  0.3207
C  2.0502  -0.4437  -0.0768  0.1516
H  -1.6372  1.4696  0.5015  0.3371
N  2.9019  -1.1940  0.1818  -0.4601
H  0.5081  2.0439  0.8093  0.3148
H  -1.8006  -1.6744  0.7657  0.3008
H  0.5398  2.3629  -0.9791  0.3572
O  -1.2098  1.8074  -0.3021  -0.5215

Forces on atoms 1 to 3 (eV/Å):
C -0.18 -0.34 0.00
H -0.53 0.02 0.37
H -0.10 -0.47 0.09

Calculated values
energy above the lowest of the compared OMol25 structures with the same formula, charge and spin = 268.08 kJ/mol
E_tot = -341.90154 Ha

Formula: C4H9NOS
Source: the OMol25 dataset
Level of theory: the ωB97M-V functional and the def2-TZVPD basis

Each line ends with the Mulliken charge.
Geometry (Å):
O  -1.3934  -2.1528  -0.2266  -0.2371
H  0.7800  0.8699  -1.6101  0.2967
H  -1.3806  -0.6427  -1.6917  0.4524
H  -1.5045  0.3210  1.8937  0.2604
H  1.5034  -0.9557  0.5295  0.3385
C  0.0004  1.0875  -0.8461  -1.5653
H  0.3425  -1.7122  1.4206  0.2852
N  -1.5413  0.3853  0.9139  -0.7849
C  -0.4260  0.0107  0.1834  1.5248
H  -0.8822  1.4456  -1.2677  0.5115
S  -2.8457  -1.8752  0.3879  -0.0072
H  0.4395  1.8462  -0.2031  0.3560
H  0.0151  -1.5760  -1.4491  0.3552
H  0.6997  0.0538  2.0128  0.3986
C  -0.8581  -1.1442  -0.9493  -0.8289
C  0.6129  -0.6247  1.1561  -1.3560

Forces on atoms 1 to 3 (eV/Å):
O -0.62 -1.05 -0.41
H -0.69 -0.56 0.58
H -2.04 0.69 -0.99

Calculated values
energy above the lowest of the compared OMol25 structures with the same formula, charge and spin = 504.58 kJ/mol
E_tot = -685.82677 Ha

Formula: C6H9LiO4
Source: the OMol25 dataset
Level of theory: the ωB97M-V functional and the def2-TZVPD basis

Each line ends with the Mulliken charge.
Geometry (Å):
H  0.8710  -1.7705  1.4840  0.2987
C  -0.9138  2.5784  0.1294  -1.0055
O  1.2220  1.2093  -1.1630  -0.4772
C  0.4311  2.9094  0.3188  0.2275
O  -0.5105  -3.2228  -0.4064  -0.6567
H  -1.0326  0.5965  2.0087  0.2089
H  0.7178  0.7366  1.6584  0.0360
H  0.7785  3.3774  1.2483  0.3766
H  0.1651  -0.0500  3.1552  0.4276
C  -0.5359  -2.0768  -0.8634  0.7610
C  -0.0923  -1.2485  1.3868  -0.2865
O  -0.6620  -1.6837  -2.0484  -0.7885
H  -0.8744  -1.8996  1.8037  0.3179
C  1.4740  2.1661  -0.4572  0.1096
H  2.5223  2.3486  -0.1469  0.3677
O  -0.3682  -1.0056  0.0115  -0.3175
H  -0.3094  3.6425  -0.6112  0.2035
Li  -0.4573  0.3421  -1.2558  0.7666
C  -0.0600  0.0905  2.0900  -0.8369
H  -1.5928  3.0401  0.8578  0.2671

Forces on atoms 1 to 3 (eV/Å):
H -0.28 0.08 -0.07
C 0.40 0.45 -0.91
O 0.38 1.27 0.21

Calculated values
energy above the lowest of the compared OMol25 structures with the same formula, charge and spin = 156.72 kJ/mol
E_tot = -542.42495 Ha

Formula: C25H32BrN4O3S2
Source: the OMol25 dataset
Level of theory: the ωB97M-V functional and the def2-TZVPD basis

Each line ends with the Mulliken charge.
Geometry (Å):
C  -0.9646  -0.4150  -1.3712  -0.4684
C  4.5942  0.2894  -1.2992  -1.2647
H  5.1510  -0.1353  0.7442  0.4053
N  5.0318  2.6634  0.6723  0.3755
H  -6.4014  -0.8197  1.0176  0.3058
C  2.7940  -1.1975  -0.5670  0.4642
H  -0.3135  -5.1264  1.8396  0.4523
H  6.3248  4.2571  1.1762  0.3915
O  -3.2479  -1.0666  1.5303  -0.7478
H  2.5491  -5.5487  -1.3233  0.4497
H  -4.3788  2.2663  0.8187  0.1519
H  -7.9700  -0.0266  1.1728  0.3378
C  0.6650  -3.3180  1.2749  -0.3617
O  -3.4169  -1.8499  -0.8092  -0.7214
Br  0.7446  -7.3192  0.1959  -0.1676
H  -6.5913  1.6647  1.9635  0.4046
C  -6.3274  1.3354  0.9572  -0.8307
H  4.2456  1.3391  2.1198  0.3352
H  4.1572  2.5321  0.0395  0.2703
H  3.8034  3.0315  2.3365  0.3682
N  -4.2974  0.4454  -0.1920  0.4136
O  2.8227  2.2958  -0.6405  -0.8073
C  -7.0143  0.0040  0.6462  -0.5822
C  5.5967  0.3403  -0.1306  -0.5756
C  -4.7991  1.2530  0.8934  -0.7397
C  0.2110  1.2831  0.4892  -1.0226
H  -5.2542  1.5192  -1.6771  0.5750
H  0.6789  1.9378  1.2080  0.4069
C  -6.0435  -0.5098  -1.6699  -0.4901
C  0.4175  -4.6693  1.1920  -0.6564
C  0.9402  0.8261  -0.6054  0.1368
H  -5.6590  -1.4900  -1.3869  0.3165
S  3.3400  -2.5990  -1.4997  -0.3953
H  -4.1186  0.2718  -2.2272  0.3283
H  4.8440  -0.5410  -1.9626  0.6641
H  5.6820  4.3082  -0.4763  0.3588
H  -6.6882  2.0957  0.2618  0.4088
S  -3.2550  -0.7777  0.1259  1.4548
C  2.2713  -3.5679  -0.5277  0.8887
C  0.3340  0.0116  -1.5629  -0.4273
H  6.5304  2.1800  -0.7058  0.3926
H  -7.9996  -1.0000  -0.9763  0.3617
H  0.8855  -0.2982  -2.4388  0.5240
N  1.9553  -1.4384  0.3691  -0.3062
C  2.3748  1.1480  -0.7059  0.6939
C  1.6056  -2.7528  0.4166  -0.4408
H  6.4763  -0.2470  -0.3941  0.4531
C  -1.6473  -0.0363  -0.2292  0.1367
H  -4.4200  0.7825  1.8018  0.5324
H  4.6374  4.7175  0.8840  0.3757
C  -4.9051  0.4988  -1.5021  -1.1069
H  5.4437  2.4930  2.7357  0.4013
H  0.1354  -2.6902  1.9720  0.5190
H  -1.4495  -1.0809  -2.0673  0.5621
C  -1.0833  0.8352  0.6825  -0.7160
C  4.6096  2.3611  2.0466  -0.9819
H  -7.7563  0.7237  -1.2378  0.3110
H  4.6281  1.2113  -1.8854  0.6164
C  1.1038  -5.4594  0.2673  0.0570
H  -1.6472  1.1185  1.5563  0.5111
C  5.4471  4.0683  0.5584  -0.9388
H  6.8726  1.6928  0.9600  0.3724
C  6.0920  1.7478  0.1964  -0.8998
N  3.2191  0.0874  -0.8702  0.2723
C  -7.2870  -0.1831  -0.8471  -0.7770
H  -6.3162  -0.5464  -2.7265  0.3980
C  2.0367  -4.9272  -0.6067  -0.7288

Forces on atoms 1 to 3 (eV/Å):
C -0.07 -0.11 -0.12
C 0.24 0.02 0.04
H 0.06 -0.08 0.02

Calculated values
energy above the lowest of the compared OMol25 structures with the same formula, charge and spin = 10.22 kJ/mol
total charge = +1
E_tot = -4786.78492 Ha

Formula: C3H10NO4
Source: the OMol25 dataset
Level of theory: the ωB97M-V functional and the def2-TZVPD basis

Each line ends with the Mulliken charge.
Geometry (Å):
H  -1.3499  -2.6688  0.0853  0.3414
O  3.0844  -0.4028  0.3270  -0.6591
O  -0.6087  1.1741  0.7363  -0.8322
H  0.7206  -0.8709  -2.1553  0.2364
C  -0.0631  0.5914  -0.1939  0.5052
N  -0.3097  -1.1941  -2.0732  -0.5515
H  -1.8416  -1.0924  0.8875  0.3203
H  -0.0406  3.6959  2.6092  0.2563
H  -0.7201  2.7326  1.6946  0.5195
C  -1.1092  -1.6082  0.3257  -1.2067
H  -0.2608  -1.5267  1.0144  0.2625
O  0.9867  0.8622  -0.7202  -0.8340
O  -0.8190  3.6067  2.1695  -0.6648
C  -0.8682  -0.6541  -0.8316  0.4084
H  -0.4963  -2.1136  -2.2896  0.1664
H  -1.8718  -0.1427  -1.2135  0.0687
H  2.6657  0.4965  0.0937  0.3793
H  2.9014  -0.8849  -0.4659  0.2839

Forces on atoms 1 to 3 (eV/Å):
H -0.01 0.81 0.09
O 0.06 2.13 0.33
O -1.21 0.43 1.58

Calculated values
energy above the lowest of the compared OMol25 structures with the same formula, charge and spin = 139.62 kJ/mol
total charge = -1
E_tot = -476.08254 Ha

Formula: C5H8O
Source: the OMol25 dataset
Level of theory: the ωB97M-V functional and the def2-TZVPD basis

Each line ends with the Mulliken charge.
Geometry (Å):
O  -0.5856  1.1738  1.1266  -0.4915
C  -0.3456  -1.2714  0.6020  -0.4814
H  -2.1117  0.7985  -0.2921  0.3592
H  2.0801  0.3501  0.7441  0.3207
C  -1.0792  1.1220  -0.1992  -0.6736
C  -0.0081  0.2021  0.2849  1.1338
C  -1.1466  -1.3971  -0.6345  -0.5582
H  1.5341  1.4830  -0.5083  0.3817
H  -0.4016  -1.4425  -1.4608  0.1821
H  1.7425  -0.2401  -0.8973  0.2819
H  -0.7721  1.9382  -0.8534  0.2698
H  0.5904  -1.8387  0.6810  0.3211
C  1.4217  0.4654  -0.1234  -1.3039
H  -0.9182  -1.3436  1.5304  0.2583

Forces on atoms 1 to 3 (eV/Å):
O -0.01 0.01 0.16
C -0.09 -0.06 0.07
H 0.17 0.04 0.02

Calculated values
energy above the lowest of the compared OMol25 structures with the same formula, charge and spin = 507.70 kJ/mol
E_tot = -270.36452 Ha

Formula: C18H60N10O12
Source: the OMol25 dataset
Level of theory: the ωB97M-V functional and the def2-TZVPD basis

Each line ends with the Mulliken charge.
Geometry (Å):
O  -5.0062  0.5626  -0.5162  -0.5322
H  2.4053  -1.9433  3.1045  0.6758
N  -1.4427  -4.4351  1.5202  -0.2411
H  1.8071  3.2510  2.1683  0.7155
H  -3.8598  0.4167  1.1717  -0.5402
C  -0.3351  0.2297  -0.7939  0.7114
H  0.7743  -5.5732  -1.0842  0.2632
H  0.0204  4.6968  0.5590  0.4424
N  0.4484  -0.2157  0.0833  1.4018
H  3.4348  -1.9994  -0.4208  0.2109
H  2.3892  -0.1940  6.2314  0.3215
H  -2.1079  -5.2586  1.5836  0.2983
O  -3.3872  3.2364  -2.5071  -0.7934
H  -1.1645  3.1135  -3.4137  0.2008
H  2.7696  -0.4450  -2.0857  0.2632
H  1.6484  0.1630  -5.8013  0.3385
O  2.1694  -0.6177  5.3427  -0.5858
H  -0.8672  -3.8812  -1.1428  -0.2889
H  3.5837  -0.9804  2.3045  0.3088
O  4.3321  3.0656  2.9237  -0.5963
N  -0.5926  -0.7837  2.3154  0.1978
H  0.6862  2.6092  -1.4494  -0.1800
H  -4.6375  -3.7614  -0.7344  0.3129
N  -3.1112  0.9556  -2.4910  -0.4095
H  1.8193  1.8939  3.2116  0.3423
H  0.2625  -1.9620  -1.7160  0.1728
O  -0.1036  0.1374  -2.1073  -1.4284
C  3.6938  2.2302  1.9818  -0.2843
H  0.9038  2.8437  -4.9830  0.3661
N  -1.5356  2.1857  -3.1938  0.0940
C  -4.7472  0.9411  0.8009  0.4861
H  1.7244  2.9253  -3.4242  0.2332
H  0.4388  -0.0499  4.4591  0.1364
H  0.9423  4.5813  -2.3513  0.4159
H  -4.4182  2.8104  1.8610  0.2862
O  3.1404  -1.1600  -0.0976  -0.4168
H  1.3285  -0.5326  -0.2892  -0.2410
H  2.0087  -0.3413  2.8087  -0.7120
H  -5.3911  2.8630  0.3951  0.3461
H  -0.0463  -5.8417  -2.5515  0.4682
C  -0.1701  -3.8938  -2.0469  0.5961
H  -2.9266  -1.5906  1.4543  0.2691
C  -0.2064  3.8882  -0.0805  -1.0993
H  0.3002  -2.8247  0.6388  -0.1950
H  3.0825  0.7532  -0.6447  -0.0674
H  -1.2232  -1.1614  1.5385  0.0756
H  -0.3915  3.1902  0.6753  -0.0994
C  2.8108  -0.9655  3.0997  -0.2087
O  2.0506  1.0367  -6.0792  -0.5650
C  0.5972  -5.1855  -2.1258  -1.4741
C  2.1487  2.2596  2.2477  -0.4696
H  4.0864  -1.2191  4.9614  0.2643
H  -2.6892  0.0570  -2.4832  0.2646
N  0.6042  -3.7552  1.0980  0.2429
C  -0.1834  -4.7049  1.4153  0.4273
O  -2.9334  -2.0313  -1.7482  -0.7278
H  -1.9809  -0.7224  0.0376  -0.7740
H  -3.6958  2.6164  0.1650  -0.0190
H  3.6570  0.5225  4.5863  0.3175
H  1.4624  -5.1708  -2.6856  0.3534
H  1.5274  1.8172  1.4725  -0.4182
H  -0.7902  -3.7272  -2.9891  0.3195
C  -3.1159  -2.3222  -0.4573  -0.3273
H  4.1621  1.2430  2.1849  0.2419
C  3.3063  -0.1955  -1.1133  -0.5021
N  -4.0217  -3.2196  -0.0815  -0.1397
H  3.1486  0.8353  -4.4611  0.2401
H  -1.9954  0.9275  -0.9707  -1.2852
O  1.4261  4.5671  -1.5859  -0.6471
C  2.6645  1.6148  -5.0045  -0.4330
N  -1.4383  0.5546  -0.2710  2.1535
C  -2.7034  2.1082  -2.7935  0.5780
O  0.2625  -5.9211  1.8457  -0.7878
C  3.2746  -0.5087  4.4964  -0.4314
H  -5.8020  0.0305  -0.5809  0.2520
H  -1.0644  4.0026  -0.6322  0.4859
H  -0.8921  1.4756  -3.3508  0.1166
H  3.3712  2.4694  -5.2047  0.3389
H  5.1880  2.6809  3.1469  0.3494
H  4.4171  0.0171  -1.3558  0.3096
H  -5.5203  0.4418  1.3971  0.4583
O  -1.3910  1.4668  2.2033  -0.7735
C  -0.7616  0.4017  2.8513  0.1459
H  -0.2383  -1.5277  3.0061  0.4217
H  1.7959  3.2499  -0.2110  -0.1638
H  -1.7315  -3.4980  1.1027  0.0462
H  3.9311  2.6031  0.9169  0.1922
C  -4.5172  2.3627  0.8514  -0.8381
H  -0.3186  1.5034  4.4483  0.3711
H  -3.9350  0.9271  -1.8471  0.3675
H  -1.3527  0.9913  0.7324  -0.1560
H  0.8264  1.5127  -3.8818  -0.3013
N  -0.2666  0.5635  4.0257  -0.1767
H  -4.3151  -3.2498  0.9351  0.2358
O  0.7495  -2.8152  -1.8333  -0.5267
C  0.9779  3.4339  -0.8342  1.0113
H  1.6095  -3.8820  0.7796  0.2712
H  0.1367  -0.3841  1.1052  -0.6129
C  1.4708  2.2545  -4.2454  -0.1876
N  -2.4515  -1.6396  0.5076  -0.0704

Forces on atoms 1 to 3 (eV/Å):
O -0.23 -0.63 -1.28
H -0.26 -1.28 0.47
N -5.01 1.23 -0.68

Calculated values
energy above the lowest of the compared OMol25 structures with the same formula, charge and spin = 754.25 kJ/mol
E_tot = -2172.07896 Ha

Formula: C6H10O
Source: the OMol25 dataset
Level of theory: the ωB97M-V functional and the def2-TZVPD basis

Each line ends with the Mulliken charge.
Geometry (Å):
C  -1.8445  0.4663  -0.6115  -0.6208
H  -1.6104  1.5270  -0.7517  0.2541
H  2.5910  1.3609  0.5821  0.2713
C  -2.0507  -0.0623  0.8487  -0.6496
H  -0.1098  -0.9094  -1.5425  0.5676
C  -0.8288  -0.9635  0.6422  -0.2338
C  -0.6407  -0.4543  -0.7169  -0.1377
H  2.1104  1.2446  -1.1486  0.2129
H  -0.5649  -1.9183  1.0890  0.4694
H  3.5994  0.4773  -0.5662  0.3781
H  2.1938  -0.9966  0.9153  0.0851
H  -2.9935  -0.6070  0.9642  0.3068
C  2.5541  0.6998  -0.2992  -0.8559
H  -2.6502  0.1720  -1.2870  0.2737
C  1.9418  -0.6699  -0.1166  -0.3684
H  -1.9419  0.6713  1.6518  0.2411
O  0.2450  -0.0380  0.3470  -0.1938

Forces on atoms 1 to 3 (eV/Å):
C -0.01 0.05 -0.17
H -0.10 -0.21 0.10
H -0.11 -0.10 -0.17

Calculated values
energy above the lowest of the compared OMol25 structures with the same formula, charge and spin = 541.27 kJ/mol
E_tot = -309.63621 Ha